Record 1
{
  "formula": "C3H5N3O2S",
  "method": "ωB97M-V/def2-TZVPD",
  "total_energy_ha": -830.08642,
  "lumo_energy_ev": [-1.883, -1.473],
  "max_force_ev_per_a": 4.19,
  "elements": ["C", "C", "C", "N", "N", "N", "O", "O", "S", "H", "H", "H", "H", "H"],
  "xyz": [[-1.040, 0.533, -1.561], [0.939, 1.049, -2.086], [-0.327, 0.606, -0.426], [-0.272, 0.862, -2.594], [0.961, 0.894, -0.724], [-0.313, -1.129, 2.854], [1.348, 0.553, 2.133], [-0.815, 1.406, 2.955], [-0.057, 0.426, 2.247], [-2.065, 0.323, -1.744], [1.683, 1.740, -2.381], [1.683, 0.928, -0.067], [0.382, -1.699, 3.274], [-1.067, -1.692, 2.915]],
  "forces_ev_per_angstrom": [[-1.92, -0.54, 0.28], [-0.05, 0.88, 0.92], [0.69, -0.64, 3.31], [2.14, 0.66, -0.82], [-2.34, -0.45, -1.21], [2.54, 2.33, -0.29], [1.76, 0.05, 0.12], [-0.44, -0.11, -0.04], [-1.68, -1.77, -1.44], [-0.60, -0.22, 0.33], [0.90, -0.12, -1.52], [1.28, 0.25, 0.90], [1.79, 0.52, -0.07], [-4.07, -0.84, -0.47]]
}

---

Record 2
{
  "formula": "C3H5N3O9",
  "method": "ωB97M-V/def2-TZVPD",
  "total_energy_ha": -958.28073,
  "lumo_energy_ev": -2.119,
  "max_force_ev_per_a": 5.36,
  "elements": ["C", "C", "C", "N", "N", "N", "O", "O", "O", "O", "O", "O", "O", "O", "O", "H", "H", "H", "H", "H"],
  "xyz": [[0.156, -0.811, 0.169], [-0.213, 0.716, 0.110], [1.073, 1.557, 0.191], [0.779, 2.993, -0.455], [1.885, 1.600, 1.414], [1.918, 1.128, -2.324], [-0.213, 3.589, -0.200], [1.714, 3.466, -1.045], [1.999, 2.635, 2.007], [2.262, 0.505, 1.717], [2.771, 0.935, -3.065], [0.782, 1.426, -2.460], [0.663, -1.145, -1.128], [-1.033, 1.036, 1.164], [2.358, 0.928, -1.045], [0.924, -1.086, 0.930], [-0.685, -1.533, 0.449], [-0.605, 0.689, -0.999], [1.303, -1.919, -1.224], [-1.250, 1.997, 1.242]],
  "forces_ev_per_angstrom": [[0.80, -2.20, 0.93], [0.80, -2.52, -1.80], [0.68, -0.07, -5.31], [3.29, 0.22, 0.82], [-0.88, -0.22, -0.15], [-1.18, -0.08, 3.17], [-2.08, -0.55, 0.72], [0.16, -0.11, -0.17], [0.11, 0.49, 0.02], [0.87, -0.40, 0.56], [2.69, -0.59, -3.44], [-1.56, 0.51, -1.19], [0.48, -1.04, -0.69], [-0.75, 0.96, 0.81], [-2.44, 1.41, 4.01], [-0.51, 0.73, -0.43], [0.34, 1.63, -0.55], [0.35, 1.18, 2.25], [-1.47, 1.65, 1.03], [0.29, -0.98, -0.58]]
}

---

Record 3
{
  "formula": "C3H5N3OS",
  "method": "ωB97M-V/def2-TZVPD",
  "total_energy_ha": -754.92104,
  "lumo_energy_ev": -1.073,
  "max_force_ev_per_a": 1.92,
  "smiles": "[H]/N=C(\\N)O/N=C/C=S",
  "elements": ["H", "N", "C", "N", "O", "N", "C", "C", "S", "H", "H", "H", "H"],
  "xyz": [[-2.671, 1.657, 0.037], [-1.708, 1.340, 0.066], [-1.606, 0.071, -0.052], [-2.544, -0.921, -0.175], [-0.368, -0.516, -0.048], [0.673, 0.392, -0.051], [1.782, -0.243, 0.042], [3.031, 0.493, -0.143], [4.491, -0.193, -0.036], [-2.346, -1.794, 0.275], [-3.500, -0.644, -0.113], [1.837, -1.235, 0.482], [2.929, 1.592, -0.285]],
  "forces_ev_per_angstrom": [[-0.05, -0.16, 0.08], [-0.17, -1.20, -0.44], [-0.01, 1.83, 0.57], [0.09, -0.04, -0.25], [0.12, -0.30, 0.58], [0.63, -0.37, -1.16], [-0.15, 0.53, 1.07], [0.12, 0.78, 0.42], [-0.38, 0.09, -0.12], [0.22, -0.20, -0.03], [-0.31, 0.24, 0.10], [-0.05, -0.41, -0.71], [-0.05, -0.81, -0.11]]
}

---

Record 4
{
  "formula": "C3H5N3OS",
  "method": "ωB97M-V/def2-TZVPD",
  "total_energy_ha": -754.90147,
  "lumo_energy_ev": -0.106,
  "max_force_ev_per_a": 7.91,
  "smiles": "[H]/N=C/NC(=S)NC=O",
  "elements": ["H", "N", "C", "N", "C", "S", "N", "C", "O", "H", "H", "H", "H"],
  "xyz": [[2.973, -1.075, -2.501], [2.251, -0.469, -1.866], [2.458, -0.674, -0.569], [1.499, -0.053, 0.351], [0.169, 0.112, 0.187], [-0.636, -0.538, -1.114], [-0.528, 0.691, 1.242], [-1.840, 0.859, 1.689], [-2.954, 0.628, 1.019], [3.263, -1.146, -0.016], [2.052, 0.342, 1.210], [-0.002, 1.172, 2.154], [-1.758, 1.324, 2.898]],
  "forces_ev_per_angstrom": [[-1.86, 1.86, 2.23], [3.05, -2.90, 2.19], [-2.46, 2.17, -3.55], [3.79, 0.68, 2.05], [-1.86, -1.32, -1.58], [-0.04, 0.60, 0.87], [1.64, 2.63, 5.04], [-5.50, -0.55, -2.12], [6.53, 1.35, 4.26], [0.09, -0.27, -0.30], [-1.99, -0.97, -1.96], [-0.65, -1.96, -3.64], [-0.73, -1.32, -3.49]]
}

---

Record 5
{
  "formula": "C3H5N3OS",
  "method": "ωB97M-V/def2-TZVPD",
  "total_energy_ha": -754.93150,
  "lumo_energy_ev": 0.820,
  "max_force_ev_per_a": 3.13,
  "smiles": "Nn1cco/c1=N/S",
  "elements": ["N", "N", "C", "C", "O", "C", "N", "S", "H", "H", "H", "H", "H"],
  "xyz": [[0.370, 1.667, 0.137], [-0.286, 0.529, -0.141], [-1.695, 0.457, -0.123], [-2.010, -0.844, -0.027], [-0.879, -1.623, 0.047], [0.197, -0.800, -0.003], [1.362, -1.291, 0.095], [2.755, -0.286, -0.079], [1.052, 1.829, -0.580], [0.817, 1.654, 1.035], [-2.348, 1.352, -0.243], [-2.935, -1.347, 0.014], [3.600, -1.297, -0.132]],
  "forces_ev_per_angstrom": [[0.77, 1.39, -0.09], [-1.60, -2.67, -0.27], [-0.54, -0.11, -0.13], [0.30, 1.38, -0.03], [0.08, 0.13, -0.07], [0.52, 0.91, 0.17], [0.29, 0.34, -0.10], [-0.86, 0.15, 0.07], [0.38, 0.36, -0.17], [0.16, -0.06, 0.46], [0.87, -1.00, 0.21], [-0.67, -0.38, -0.04], [0.30, -0.43, -0.03]]
}

---

Record 6
{
  "formula": "C3H5N3S",
  "method": "ωB97M-V/def2-TZVPD",
  "total_energy_ha": -679.69120,
  "lumo_energy_ev": 0.451,
  "max_force_ev_per_a": 5.67,
  "smiles": "CSC#N.N=C=N",
  "elements": ["C", "S", "C", "N", "H", "H", "H", "N", "C", "N", "H", "H"],
  "xyz": [[0.453, -1.846, -0.015], [-1.296, -2.313, -0.480], [-1.993, -0.892, -0.935], [-2.370, 0.139, -1.118], [0.689, -2.347, 0.991], [0.734, -0.713, 0.056], [1.143, -2.191, -0.696], [1.178, 2.449, 1.381], [0.563, 2.075, 0.403], [-0.039, 1.318, -0.290], [1.807, 3.177, 1.477], [-0.869, 1.143, -0.774]],
  "forces_ev_per_angstrom": [[-0.32, 2.00, 2.91], [1.35, -1.32, 0.48], [1.96, -3.79, 1.07], [-2.50, 4.90, -1.38], [-0.64, 0.79, -1.44], [-1.37, -1.97, 0.06], [1.09, -1.23, -1.84], [-0.67, -0.54, 0.41], [-0.24, -0.76, 1.04], [1.44, -0.04, -0.62], [1.19, 1.52, -0.11], [-1.29, 0.44, -0.58]]
}